Computed, not measured: a structure of composition C16H24N2SiTi at a distorted geometry, with the ωB97M-V functional and the def2-TZVPD basis.

Geometry as XYZ:
```
44
Properties=species:S:1:pos:R:3:lowdin_spin:R:1
C -0.632 1.106 -0.909 0.06
C 0.635 1.466 -1.501 0.05
C 1.307 2.376 -0.624 0.03
C 0.442 2.622 0.507 0.02
C -0.791 1.917 0.293 0.07
Ti 0.847 0.486 0.479 1.55
N -0.211 -2.890 -1.000 0.01
C -0.409 -4.212 -0.901 0.00
C 0.357 -5.053 -1.640 0.00
H 2.251 2.893 -0.793 0.00
H 1.052 1.086 -2.417 0.00
H 0.651 3.350 1.289 0.00
H -1.676 2.011 0.913 0.01
H -1.390 0.445 -1.310 0.01
H 0.773 -4.707 -2.620 0.00
H -0.389 -2.739 -2.020 0.00
H -0.945 -2.251 -0.615 0.01
H 0.681 -6.030 -1.322 0.00
H -1.388 -4.393 -0.442 0.00
C 3.171 -0.089 0.878 0.06
Si 2.631 0.362 2.629 0.02
C 3.096 -0.947 3.853 0.01
C 3.426 1.969 3.094 0.00
N 0.891 0.567 2.441 0.02
C -0.159 -0.029 3.177 0.01
C -0.185 -1.391 3.566 0.01
C -1.272 -1.868 4.307 0.00
C -2.354 -1.018 4.567 0.00
C -2.352 0.327 4.165 0.00
C -1.255 0.817 3.456 0.00
H 3.938 -0.845 1.106 0.01
H 3.591 0.759 0.304 0.01
H 2.340 -0.641 0.276 0.02
H 4.127 -0.740 4.170 0.00
H 2.439 -0.908 4.730 0.00
H 3.054 -1.940 3.388 0.00
H 3.453 2.670 2.250 0.00
H 2.953 2.451 3.959 0.00
H 4.463 1.726 3.360 0.00
H 0.694 -2.008 3.364 0.00
H -1.282 -2.920 4.614 0.00
H -3.222 -1.411 5.101 0.00
H -3.226 0.969 4.327 0.00
H -1.150 1.879 3.198 0.00
```

Results
HOMO (spin up / spin down) = 0.099 / 0.101 Ha
Charge = -2
2S+1 = 3
Kohn-Sham gap (spin up / spin down) = 1.77 / 1.68 eV
F_max = 4.89 eV Å⁻¹

=====

Computed, not measured: a structure of composition C5H9NO at a distorted geometry, with the ωB97M-V functional and the def2-TZVPD basis.

Geometry as XYZ:
```
16
Properties=species:S:1:pos:R:3:nbo_charge:R:1
C -1.150 -0.367 2.128 -0.49
C -0.713 -0.973 0.247 -0.33
C -0.529 -0.525 -1.328 -0.20
N 0.767 0.039 -0.919 -0.44
C 1.403 1.259 -1.359 -0.42
C 0.568 -0.263 0.401 0.65
O 1.093 0.174 1.400 -0.63
H -1.636 0.599 2.047 0.20
H -0.368 -0.273 2.929 0.24
H -1.758 -1.220 2.347 0.19
H -0.822 -2.057 0.320 0.22
H -0.378 -1.348 -2.062 0.20
H -1.196 0.210 -1.789 0.19
H 2.011 1.624 -0.525 0.24
H 2.050 1.094 -2.225 0.20
H 0.658 2.028 -1.611 0.19
```

Results
HOMO = -0.340 Ha
2S+1 = 1
Kohn-Sham gap = 9.79 eV
F_max = 1.88 eV Å⁻¹

=====

Computed, not measured: a cluster of 2 separate species, C5H9NO in total at a distorted geometry, with the ωB97M-V functional and the def2-TZVPD basis.

Geometry as XYZ:
```
16
Properties=species:S:1:pos:R:3:nbo_charge:R:1
C -2.163 0.641 -0.259 -0.62
C -0.908 0.058 0.316 -0.10
C 0.067 1.009 0.692 -0.09
N 1.046 0.334 1.343 -0.49
C 0.781 -1.005 1.364 -0.07
C -0.439 -1.196 0.753 -0.32
H -2.044 1.684 -0.548 0.22
H -2.484 0.179 -1.207 0.20
H -3.067 0.561 0.348 0.22
H 0.239 1.978 0.257 0.21
H 1.853 0.674 1.831 0.41
H 1.468 -1.671 1.855 0.21
H -0.865 -2.116 0.381 0.22
H 2.088 -0.368 -3.376 0.47
H 0.847 -0.561 -2.511 0.47
O 1.362 0.111 -2.968 -0.94
```

Results
HOMO = -0.295 Ha
Structure (SMILES) = Cc1cc[nH]c1.O
2S+1 = 1
Kohn-Sham gap = 8.91 eV
F_max = 3.10 eV Å⁻¹

=====

Computed, not measured: a structure of composition C30H37MoN7S2Te at a distorted geometry, with the ωB97M-V functional and the def2-TZVPD basis.

Geometry as XYZ:
```
78
Properties=species:S:1:pos:R:3:lowdin_charge:R:1
Mo -0.208 0.887 1.237 1.17
N -1.062 2.483 2.795 -0.08
C -2.360 3.117 2.503 -0.19
C -3.217 2.064 1.856 -0.18
N -2.439 1.483 0.743 -0.14
C -2.651 2.234 -0.522 -0.16
C -1.349 2.368 -1.293 -0.19
N -0.474 1.222 -0.982 -0.08
H -0.347 3.180 2.977 0.08
H -1.128 1.957 3.662 0.07
H -2.842 3.505 3.403 0.14
H -2.205 3.968 1.839 0.11
H -3.441 1.281 2.576 0.10
H -4.172 2.470 1.517 0.14
H -2.758 0.526 0.593 0.03
H -3.407 1.724 -1.113 0.11
H -3.050 3.224 -0.301 0.13
H -1.543 2.451 -2.364 0.13
H -0.814 3.269 -1.001 0.09
H -0.807 0.370 -1.436 0.04
H 0.450 1.397 -1.370 0.10
S 1.114 0.660 3.330 0.70
C -0.301 -0.155 3.901 -0.74
C -0.518 -0.691 5.173 -0.05
C -1.728 -1.294 5.423 -0.02
C -2.699 -1.352 4.418 -0.03
C -2.416 -0.811 3.190 -0.22
N -1.236 -0.203 2.936 -0.24
H 0.262 -0.630 5.918 0.12
H -1.923 -1.732 6.392 0.13
H -3.652 -1.833 4.582 0.12
H -3.112 -0.881 2.366 0.08
N 4.014 0.866 -0.032 0.15
C 4.526 -0.379 -0.482 -0.23
C 5.705 -0.429 -1.200 0.00
C 6.158 -1.662 -1.654 -0.05
C 5.416 -2.806 -1.412 -0.05
C 4.222 -2.737 -0.705 -0.07
C 3.787 -1.515 -0.214 -0.44
S 2.361 -1.447 0.814 0.92
N 1.815 0.195 0.554 -0.43
C 2.736 1.090 0.313 -0.35
C 2.343 2.530 0.450 -0.17
C 3.231 3.587 0.305 0.04
C 2.768 4.883 0.472 0.01
C 1.428 5.079 0.752 0.01
C 0.608 3.972 0.878 -0.12
N 1.046 2.714 0.757 -0.02
H 4.605 1.660 -0.202 0.13
H 6.268 0.473 -1.404 0.12
H 7.087 -1.719 -2.204 0.12
H 5.765 -3.763 -1.775 0.12
H 3.648 -3.634 -0.517 0.11
H 4.276 3.436 0.085 0.12
H 3.445 5.719 0.374 0.13
H 1.007 6.067 0.868 0.13
H -0.446 4.096 1.068 0.09
C -2.028 -4.235 -5.376 -0.03
C -1.745 -3.570 -4.060 -0.25
C -0.858 -4.118 -3.148 0.00
C -0.586 -3.523 -1.921 -0.32
C 0.409 -4.219 -1.030 -0.12
C -1.247 -2.324 -1.577 -0.46
Te -0.908 -1.756 0.462 1.17
C -2.155 -1.764 -2.485 -0.31
C -2.968 -0.541 -2.212 -0.08
C -2.378 -2.388 -3.707 -0.01
H -1.486 -5.174 -5.468 0.08
H -1.737 -3.593 -6.207 0.09
H -3.092 -4.446 -5.482 0.09
H -0.350 -5.041 -3.398 0.12
H 0.946 -4.978 -1.597 0.08
H -0.071 -4.719 -0.186 0.08
H 1.137 -3.518 -0.620 0.00
H -3.023 -0.365 -1.142 0.02
H -3.988 -0.664 -2.577 0.10
H -2.571 0.347 -2.711 0.08
H -3.088 -1.945 -4.395 0.13
```

Results
HOMO (spin up / spin down) = -0.440 / -0.440 Ha
Charge = +2
2S+1 = 1
Kohn-Sham gap (spin up / spin down) = 5.48 / 5.48 eV
F_max = 1.51 eV Å⁻¹